Density functional theory data (ωB97M-V with the def2-TZVPD basis set) for the molecule C3H6N2O2 in a non-equilibrium geometry.

Element x y z (Å)
N1 1.4089 1.1562 -1.2234
C1 0.9023 0.3274 -0.1946
C2 -0.4216 0.8132 0.4477
O1 -0.9763 1.9190 0.2749
N2 -1.1379 -0.4432 0.7488
C3 -0.8182 -1.7893 0.6825
O2 -1.8354 -2.5381 0.6531
H1 1.3623 2.1156 -1.0989
H2 0.8638 1.0276 -2.0744
H3 1.0899 -0.7681 -0.5741
H4 1.5581 0.5194 0.6755
H5 -2.1720 -0.2030 1.0837
H6 0.1760 -2.1367 0.5993

Calculated values
HOMO-LUMO gap ... 9.934 eV
SMILES ... NCC(=O)NC=O
Energy above the lowest of the compared OMol25 structures with the same formula, charge and spin ... 64.16 kcal per mole
Highest occupied orbital energy ... -9.775 eV
Maximum force ... 6.0 eV/A

Density functional theory data (ωB97M-V with the def2-TZVPD basis set) for a structure of composition C11H22BaFO9 in a non-equilibrium geometry.

Element x y z (Å)
Ba1 22.7932 17.1360 8.3797
F1 21.3812 18.9422 6.8326
C1 18.4015 20.8722 10.2879
C2 19.6386 20.4040 9.6340
C3 20.4602 19.2773 10.4258
O1 21.5436 18.9122 9.9998
C4 19.7928 18.5782 11.5431
C5 18.5288 18.9628 11.8972
C6 17.8327 20.1896 11.3091
O2 16.7273 20.7676 11.7870
O3 17.9757 18.1244 12.7266
O4 20.0674 20.8671 8.5163
H1 17.9633 21.7667 9.8704
H2 20.2538 17.6568 11.8669
C7 20.0697 15.0021 10.6041
O5 20.7044 16.1381 10.0557
H3 20.0665 15.0514 11.6929
H4 19.0228 14.9124 10.3142
H5 20.5949 14.0714 10.3896
H6 20.2073 16.9157 10.3199
C8 24.0120 17.2930 11.9865
O6 24.2894 16.9468 10.6743
H7 23.1870 17.9964 12.0997
H8 23.8907 16.4433 12.6584
H9 24.8194 17.9156 12.3720
H10 25.0128 16.3263 10.7898
C9 23.3997 15.2890 5.0582
O7 22.9164 16.4790 5.6579
H11 24.4821 15.1676 5.0164
H12 22.8243 14.5297 5.5879
H13 23.0097 15.2650 4.0406
H14 22.0752 16.7791 5.3056
C10 25.7561 19.4881 8.3825
O8 24.3887 19.3224 8.2119
H15 26.4559 19.5403 7.5485
H16 25.8887 20.4670 8.8432
H17 26.1847 18.7396 9.0490
H18 24.0051 20.1691 7.9717
C11 22.9042 13.1947 8.7055
O9 23.2954 14.5101 8.4684
H19 23.2066 12.8174 9.6824
H20 21.8327 13.1112 8.5240
H21 23.4370 12.6006 7.9630
H22 24.2551 14.5184 8.4879

Calculated values
HOMO-LUMO gap (alpha / beta) ... 6.192 / 5.943 eV
Energy above the lowest of the compared OMol25 structures with the same formula, charge and spin ... 2.93 kcal per mole
Highest occupied orbital energy (alpha / beta) ... -7.379 / -7.387 eV
2S+1 ... 2
Maximum force ... 6.1 eV/A

Density functional theory data (ωB97M-V with the def2-TZVPD basis set) for a structure of composition C17H17BIN5O3S2 in a non-equilibrium geometry.

Element x y z (Å)
C1 2.5235 -2.4575 1.5756
C2 2.0008 -1.4048 0.5417
O1 0.5766 -1.4363 0.3465
B1 -0.1027 -0.7465 1.3706
O2 -0.3483 -1.4519 2.5500
C3 -0.4835 0.7722 1.1064
C4 0.3851 1.4898 0.3220
C5 0.1704 2.8956 0.0250
N1 0.9916 3.6480 -0.7033
S1 0.2300 5.1139 -0.6629
N2 -1.0611 4.7845 0.2563
C6 -1.0237 3.4881 0.6115
C7 -1.9326 2.7442 1.4417
I1 -3.5700 3.8579 2.2347
C8 -1.6961 1.4072 1.6934
C9 -2.6652 0.6243 2.5771
C10 -4.1383 0.5466 2.0226
S2 -4.7753 -1.1562 2.3812
C11 -4.0727 -2.0620 1.0125
N3 -4.3675 -1.6298 -0.1774
N4 -3.6949 -2.4620 -1.0474
C12 -3.0518 -3.3220 -0.3401
O3 -3.2579 -3.1405 1.0098
H1 3.5103 -2.8122 1.2192
H2 2.7416 -1.9216 2.5201
H3 1.8241 -3.2850 1.7605
H4 2.5115 -1.5919 -0.4206
H5 2.3372 -0.4122 0.9102
H6 -1.0090 -2.1397 2.3700
H7 1.2790 1.0407 -0.1269
H8 -2.3470 -0.3988 2.8011
H9 -2.7164 1.1671 3.5448
H10 -4.2116 0.6967 0.9357
H11 -4.7912 1.2307 2.5864
H12 -2.4220 -4.0976 -0.7775
N5 4.1492 0.9767 -2.2549
C13 2.8536 1.2207 -2.4672
C14 2.1013 0.5921 -3.4481
C15 2.7284 -0.3398 -4.2586
C16 4.0729 -0.6068 -4.0572
C17 4.7327 0.0746 -3.0457
H13 2.4070 1.9593 -1.8107
H14 1.0526 0.8275 -3.5728
H15 2.1764 -0.8519 -5.0372
H16 4.5984 -1.3274 -4.6696
H17 5.7845 -0.1039 -2.8486

Calculated values
HOMO-LUMO gap ... 7.894 eV
Highest occupied orbital energy ... -8.949 eV
Maximum force ... 2.8 eV/A

Density functional theory data (ωB97M-V with the def2-TZVPD basis set) for a structure of composition C10H26CdCl2N2O3 in a non-equilibrium geometry.

Element x y z (Å)
Cd1 0.2970 -0.4463 1.3165
Cl1 -0.7369 0.7201 3.2608
Cl2 2.5321 -0.7072 2.3575
C1 -0.3231 5.0476 -1.5297
O1 0.0510 3.7641 -1.1851
C2 1.3367 3.5924 -0.5904
C3 1.3062 2.4506 0.3936
N1 0.8440 1.1339 -0.0892
C4 1.8195 0.5678 -0.9618
C5 1.3816 -0.7316 -1.6381
O2 1.1342 -1.7154 -0.6037
C6 2.1336 -2.7234 -0.4898
H1 -0.0867 5.7357 -0.7180
H2 -1.3793 5.2419 -1.7165
H3 0.2261 5.2696 -2.4447
H4 1.6532 4.5137 -0.1015
H5 1.9840 3.4076 -1.4478
H6 0.4685 2.6932 1.0473
H7 2.2593 2.5235 0.9173
H8 0.0940 1.5858 -0.5925
H9 2.7300 0.3479 -0.4044
H10 2.2769 1.3089 -1.6172
H11 2.1267 -1.0337 -2.3742
H12 0.4544 -0.6362 -2.2031
H13 3.1137 -2.3850 -0.1537
H14 2.2782 -3.2237 -1.4473
H15 1.8387 -3.5052 0.2102
C7 -2.1662 -3.9637 1.4419
C8 -1.4459 -2.7740 0.7823
C9 -2.3026 -1.5002 0.5177
O3 -1.4337 -0.3475 0.2076
C10 -2.3081 0.5411 -0.3650
N2 -0.3326 -2.3969 1.7397
H16 -2.7711 -3.7178 2.3147
H17 -1.4740 -4.6961 1.8574
H18 -2.8525 -4.5028 0.7889
H19 -0.9187 -3.0496 -0.1310
H20 -2.8296 -1.2253 1.4313
H21 -2.8992 -1.8243 -0.3350
H22 -1.7939 1.4991 -0.4422
H23 -3.3141 0.7771 -0.0180
H24 -2.4455 0.1175 -1.3599
H25 0.2727 -3.2054 1.7488
H26 -0.7989 -2.5277 2.6260

Calculated values
HOMO-LUMO gap ... 8.229 eV
Energy above the lowest of the compared OMol25 structures with the same formula, charge and spin ... 69.60 kcal per mole
Highest occupied orbital energy ... -7.881 eV
Maximum force ... 5.0 eV/A